1.
The following is a quantum chemistry calculation of a 2-piece molecular cluster, C4H6O4S2 overall at a distorted geometry, from the OMol25 dataset.

Summary:
orbital gap (spin up / spin down): 5.98 / 5.32 eV

Geometry as ORCA input:
```
! RIJCOSX wB97M-V def2-TZVPD def2/J DEFGRID3
* xyz 0 1
C 1.8891 -1.3776 1.6520
C 0.7975 -1.2567 0.9851
C 1.6533 0.6882 -0.4979
C 0.5559 -0.4773 -0.2916
O 2.8336 -1.4951 2.2955
O -2.4483 -1.0090 -1.7555
O -2.3543 2.6245 0.0815
O -2.4492 0.3465 0.9972
S -3.0710 0.3078 -2.0108
S -3.1078 1.4229 0.2832
H -0.1038 -1.7411 1.2290
H 2.5871 0.1901 -0.4975
H 1.7672 1.4428 0.2676
H 1.4601 1.2573 -1.2975
H 0.3521 -0.9794 -1.2375
H -0.3612 0.0560 -0.2029
*
```

***

2.
The following is a quantum chemistry calculation of C4H6O5 in the gas phase at a distorted geometry, from the OMol25 dataset.

Summary:
SMILES: C[C@@H]1OC(=O)OC1(O)O
orbital gap: 11.24 eV

Geometry as ORCA input:
```
! RIJCOSX wB97M-V def2-TZVPD def2/J DEFGRID3
* xyz 0 1
C -1.3854 0.1361 1.2317
C -0.2389 -0.4579 0.5801
O 1.0072 -0.0431 1.2343
C 1.7469 0.7517 0.4371
O 2.5376 1.4836 0.9075
O 1.5123 0.5259 -0.9054
C 0.0915 -0.1932 -0.9008
O -0.7878 0.6290 -1.4621
O 0.2970 -1.2996 -1.6878
H -1.1590 0.2758 2.2973
H -2.3177 -0.4582 1.1399
H -1.6359 1.1036 0.9619
H -0.2321 -1.5375 0.5054
H -0.6442 0.5119 -2.4251
H 1.2086 -1.4281 -1.9141
*
```

***

3.
The following is a quantum chemistry calculation of C4H6O7Tb as an isolated structure at a distorted geometry, from the OMol25 dataset.

Summary:
orbital gap (spin up / spin down): 9.92 / 8.15 eV

Geometry as ORCA input:
```
! RIJCOSX wB97M-V def2-TZVPD def2/J DEFGRID3
* xyz 2 8
O -0.5906 -1.3893 0.3765
C -0.8454 -0.0786 0.6263
C -0.7744 0.7693 -0.6496
O -2.1623 0.9974 -1.0079
C -2.9101 0.6406 -0.0327
O -2.3447 0.0619 0.9517
O -4.1700 0.7558 -0.1618
H -0.5424 -1.9008 1.1945
H -0.3864 0.3543 1.5189
H -0.3053 0.2332 -1.4780
H -0.3052 1.7418 -0.4874
H -4.6715 0.2319 0.4857
O 3.3362 0.5638 -1.3650
C 3.3686 -0.3869 -0.4465
O 2.5572 -0.3748 0.5301
O 4.2511 -1.2756 -0.5395
Tb 3.8454 -2.1613 1.6207
H 2.6499 1.2173 -1.1360
*
```

***

Short version: DFT total energy = -1253.19735 -532.22411 -1506.58845 hartree, in the order given.